Record 1
{
  "formula": "C13H28BeN4O7",
  "method": "ωB97M-V/def2-TZVPD",
  "elements": ["O", "H", "Be", "N", "N", "N", "N", "O", "O", "O", "O", "C", "C", "C", "C", "C", "H", "H", "H", "C", "H", "H", "H", "C", "C", "H", "H", "H", "H", "H", "H", "H", "H", "C", "H", "H", "H", "O", "H", "H", "C", "C", "C", "O", "C", "H", "H", "H", "H", "H", "H", "H", "H"],
  "coordinates": [[1.886086, 2.251768, 0.019858], [2.813100, 2.304180, -0.275298], [0.536564, -0.915978, -1.095456], [-1.988786, 1.682383, 0.066839], [-0.064928, 2.523565, 1.752818], [1.588511, -1.866723, -2.010657], [1.603809, -1.144916, 0.287708], [-1.889784, 1.702369, -1.204093], [1.430170, -2.325029, -3.343981], [1.591422, -0.560644, 1.456602], [-0.224012, 1.168125, 1.644975], [-1.156375, 3.291210, 1.594615], [-2.142961, 2.911219, 0.671979], [2.515326, -2.512368, -1.307406], [2.531580, -2.093342, 0.053948], [-3.191609, 3.862899, 0.224144], [-2.774439, 4.865171, 0.043982], [-3.982692, 3.970796, 0.982535], [-3.647088, 3.500942, -0.703878], [-1.113850, 4.639759, 2.215107], [-0.679411, 5.394174, 1.537939], [-0.515459, 4.623956, 3.134606], [-2.126699, 4.976380, 2.470717], [3.414857, -3.541319, -1.883505], [3.479539, -2.612631, 1.071459], [3.352337, -3.542602, -2.975134], [3.142267, -4.541523, -1.519063], [4.453159, -3.356278, -1.579411], [3.365178, -2.067959, 2.011791], [4.512261, -2.507754, 0.716078], [3.303364, -3.681589, 1.250375], [1.157320, -1.535616, -3.850711], [0.666595, 0.636070, 1.586355], [1.252121, 3.024452, 1.899890], [1.900362, 2.299186, 1.158514], [1.570181, 2.984040, 2.952819], [1.316146, 4.037978, 1.492951], [0.411566, 0.546546, -1.369358], [1.023850, 1.197360, -0.862735], [-0.520432, 0.986708, -1.428440], [-2.876569, -2.994295, -1.097667], [-2.892291, -2.389115, 0.313678], [-1.712127, -1.443792, 0.427651], [-0.913524, -1.641802, -0.835488], [-1.543320, -2.655942, -1.740354], [-3.015775, -4.076697, -1.063071], [-3.692029, -2.578441, -1.697590], [-2.788119, -3.169778, 1.073889], [-3.825859, -1.858082, 0.515876], [-2.004926, -0.387859, 0.458833], [-1.042037, -1.674670, 1.260847], [-0.860144, -3.512155, -1.777702], [-1.632428, -2.192335, -2.728376]],
  "forces_ev_per_angstrom": [[1.679, -2.252, -5.788], [-0.402, -0.073, -0.228], [0.014, -0.503, 0.962], [0.931, 0.893, 0.540], [-0.397, 0.481, 0.985], [1.316, -1.718, -0.704], [1.616, -0.718, 1.933], [-1.134, 0.089, -0.630], [-0.096, 0.532, 0.289], [0.066, -1.198, -1.568], [0.045, 0.103, -0.007], [0.753, -1.802, -0.206], [-0.416, -1.338, -0.193], [-1.811, 0.975, -1.611], [-1.129, 1.371, 1.056], [-0.013, 0.752, -0.534], [-0.280, -0.151, -0.110], [0.193, -0.069, -0.141], [0.112, 0.105, 0.179], [-0.057, 0.743, 0.069], [-0.118, -0.196, 0.220], [-0.079, -0.047, -0.305], [0.192, -0.125, -0.126], [0.273, -0.189, -0.239], [0.295, -0.046, 0.061], [0.007, 0.002, 0.290], [0.014, 0.246, -0.008], [-0.271, -0.022, 0.006], [-0.017, -0.071, -0.238], [-0.106, -0.008, 0.182], [0.038, 0.168, 0.025], [0.195, -0.327, 0.427], [-0.670, 0.867, -0.174], [-0.534, 1.119, 4.461], [-0.298, 0.642, 1.006], [-0.217, 0.322, 0.204], [0.096, -0.330, 0.160], [-0.766, 1.732, -0.711], [0.350, 0.485, 0.258], [0.394, -0.295, 0.252], [-0.438, 0.025, -0.322], [0.122, -0.294, 0.444], [0.396, 0.284, -0.664], [-0.889, -0.847, -0.132], [0.731, 0.694, 0.890], [-0.017, 0.118, -0.027], [0.136, -0.064, 0.108], [-0.132, 0.025, -0.178], [0.140, -0.096, -0.092], [0.313, -0.154, -0.037], [-0.076, 0.054, -0.212], [-0.107, 0.225, -0.069], [0.051, -0.119, 0.246]],
  "relative_energy_kcal_mol": 12.9,
  "energy_ev": -34622.016,
  "e_lumo_ev": -0.57
}


Record 2
{
  "formula": "C13H28ClIO4P",
  "method": "ωB97M-V/def2-TZVPD",
  "elements": ["C", "C", "C", "C", "C", "C", "C", "Cl", "P", "O", "I", "H", "H", "H", "H", "H", "H", "H", "H", "H", "H", "H", "H", "H", "H", "C", "O", "C", "C", "O", "C", "C", "O", "C", "H", "H", "H", "H", "H", "H", "H", "H", "H", "H", "H", "H", "H", "H"],
  "coordinates": [[4.477379, -1.062260, 2.437926], [3.283826, -1.925132, 2.866594], [2.276450, -2.202659, 1.724353], [0.803577, -2.169310, 2.101484], [0.026826, -1.065155, 1.371958], [0.047105, 0.283425, 2.115813], [-0.820940, 0.280712, 3.361737], [-2.455776, 1.001818, 3.040688], [-0.184089, -3.610537, 2.011938], [-1.190261, -3.425374, 3.308350], [1.466161, -5.365146, 2.935996], [4.691778, -1.192841, 1.373492], [5.392263, -1.307151, 2.983647], [4.286931, 0.002678, 2.596412], [2.728883, -1.442557, 3.674058], [3.647448, -2.871199, 3.274802], [2.452541, -1.445261, 0.946367], [2.565150, -3.157701, 1.265973], [-1.029393, -1.341258, 1.215678], [0.453648, -0.872926, 0.376424], [1.079624, 0.495425, 2.408813], [-0.270234, 1.104290, 1.466776], [-0.411740, 0.856644, 4.186766], [-1.009878, -0.738108, 3.689352], [-0.697017, -2.879204, 3.945376], [-0.875960, 4.364841, -2.648744], [-0.928029, 3.232887, -3.485418], [0.217418, 2.405214, -3.482589], [0.007639, 1.002169, -2.931424], [-0.352877, 0.902208, -1.570906], [-1.654628, 1.283611, -1.149945], [-2.819204, 0.456120, -1.662947], [-3.018303, 0.487768, -3.065513], [-2.918907, -0.747007, -3.736132], [-0.568816, 5.254816, -3.209430], [-1.872507, 4.540332, -2.240918], [-0.183876, 4.222278, -1.813561], [1.037258, 2.888074, -2.938882], [0.543556, 2.281298, -4.523038], [0.998289, 0.538002, -2.975733], [-0.649094, 0.424110, -3.581017], [-1.818494, 2.349626, -1.306557], [-1.656587, 1.101105, -0.073210], [-3.714487, 0.870727, -1.184190], [-2.710725, -0.575145, -1.312161], [-2.372063, -1.488714, -3.147199], [-2.387836, -0.596532, -4.678839], [-3.912028, -1.149000, -3.962420]],
  "forces_ev_per_angstrom": [[0.067, 0.007, -0.021], [-0.051, 0.057, 0.031], [0.096, 0.056, 0.141], [-0.262, -0.253, -0.296], [0.101, 0.215, 0.219], [0.059, 0.006, 0.059], [0.012, -0.051, 0.001], [-0.026, -0.024, -0.045], [0.074, 0.050, -0.042], [-0.172, -0.025, 0.026], [0.133, -0.169, 0.032], [0.033, -0.059, 0.019], [-0.033, 0.012, 0.043], [-0.063, -0.006, -0.071], [0.082, 0.030, 0.037], [-0.099, -0.037, -0.026], [-0.039, 0.034, 0.003], [0.017, 0.068, -0.039], [0.030, 0.036, -0.033], [-0.115, -0.092, -0.070], [-0.003, -0.031, 0.003], [0.081, 0.023, 0.010], [-0.017, 0.036, -0.030], [0.045, 0.028, 0.045], [0.085, 0.094, 0.009], [0.060, 0.028, 0.016], [-0.160, -0.131, 0.055], [0.151, 0.024, -0.046], [0.164, 0.063, 0.022], [-0.067, 0.004, 0.047], [0.049, -0.127, -0.032], [-0.095, -0.071, 0.098], [0.159, 0.131, -0.062], [-0.064, -0.069, 0.033], [0.033, -0.005, 0.001], [-0.010, 0.001, -0.039], [-0.034, -0.016, 0.015], [-0.052, 0.011, 0.053], [0.056, 0.020, 0.019], [-0.051, -0.092, -0.065], [-0.162, 0.100, 0.031], [-0.098, 0.026, -0.164], [0.035, 0.134, 0.016], [-0.006, -0.066, 0.039], [0.060, -0.006, -0.049], [0.028, 0.017, -0.017], [-0.024, 0.031, -0.004], [-0.005, -0.014, 0.024]],
  "energy_ev": -52036.449,
  "charge": -1,
  "e_lumo_ev": 2.63
}